This record from OMol25 describes a molecular structure, C48H43Cl5N7O3SSiY. The level of theory is wB97M-V/def2-TZVPD.

For the total energy, the calculation gives -149424.7022 eV. The largest force on an atom is 1.2 eV Å⁻¹. Its HOMO energy is -7.25 eV. The value obtained for the relative energy (zero: lowest compared OMol25 entry of this formula, charge and spin) is 0.535 eV. As for the total charge: 0.

Last column: Mulliken charge in e.
Positions of all 109 atoms, in Å:
1 Y 0.29867 -0.05203 0.26788  -1.108
2 Cl 4.38845 5.64326 2.92526  -0.243
3 C 3.76281 4.17036 2.26133  0.301
4 C 2.41094 3.89245 2.36074  -0.802
5 C 1.93675 2.70109 1.85239  0.712
6 Cl 0.25020 2.31754 1.93570  -0.201
7 C 2.75460 1.72759 1.24410  -1.815
8 O 2.30064 0.58854 0.81268  1.841
9 C 4.11738 2.08436 1.16148  0.674
10 Cl 5.20502 0.95751 0.42262  -0.241
11 C 4.62337 3.27240 1.65332  -0.745
12 H 1.73028 4.58774 2.83140  0.490
13 H 5.67918 3.48376 1.56623  0.460
14 C -4.88942 -0.97435 2.53700  -0.697
15 N -4.86405 -0.27314 1.27089  0.385
16 C -5.87310 -0.28448 0.33352  -0.761
17 C -5.49502 0.50279 -0.68287  -0.421
18 N -4.24893 1.02955 -0.36656  0.382
19 C -3.83990 0.52190 0.85459  -0.072
20 S -2.40327 0.67908 1.70332  -0.330
21 C -3.57923 1.97132 -1.20012  0.517
22 C -3.68254 1.84356 -2.57914  -0.375
23 C -3.10154 2.83028 -3.35846  -0.656
24 C -2.46979 3.89356 -2.74214  -0.384
25 C -2.39123 3.89585 -1.35639  -0.400
26 N -2.93764 2.95554 -0.59706  -0.395
27 H -5.40021 -1.92719 2.41381  0.355
28 H -5.40468 -0.37957 3.29222  0.242
29 H -3.86517 -1.14040 2.86225  0.297
30 H -6.77522 -0.85168 0.47687  0.522
31 H -6.01105 0.76946 -1.58667  0.539
32 H -4.18514 0.99607 -3.02711  0.337
33 H -3.14391 2.77049 -4.43788  0.430
34 H -2.03102 4.68964 -3.32466  0.384
35 H -1.86961 4.68186 -0.82437  0.401
36 C -2.99863 -2.74250 -1.91731  -0.517
37 C -2.37737 -3.96255 -2.11802  -1.651
38 C -1.02604 -4.07358 -1.85414  -0.428
39 C -0.31919 -2.97185 -1.37984  0.466
40 N -0.93529 -1.80551 -1.14767  2.047
41 C -2.22980 -1.70693 -1.42362  -0.432
42 C 1.15220 -2.98472 -1.20958  0.104
43 C 1.92688 -4.07237 -1.60141  -0.691
44 C 3.30450 -3.95140 -1.62805  -1.070
45 C 3.87674 -2.75488 -1.23424  -0.911
46 C 3.04105 -1.74962 -0.77712  -0.782
47 N 1.71441 -1.85315 -0.76294  1.511
48 H -4.04802 -2.59637 -2.13236  0.553
49 H -2.93669 -4.81118 -2.48861  0.529
50 H -0.53260 -5.01874 -2.01943  0.420
51 H -2.66859 -0.73400 -1.26107  -0.400
52 H 1.46895 -5.00671 -1.88815  0.518
53 H 3.91888 -4.77525 -1.96667  0.469
54 H 4.94431 -2.59203 -1.27037  0.545
55 H 3.44594 -0.82209 -0.40059  0.073
56 C 0.80398 -3.02368 4.37942  -1.285
57 Si 1.33044 -1.68597 3.12861  0.492
58 C 1.34617 -0.05533 4.09245  -0.966
59 C 3.10861 -2.08365 2.58486  -0.782
60 N 0.15676 -1.61285 1.84605  0.678
61 C -0.52439 -2.80801 1.61691  0.097
62 C -1.92715 -2.83393 1.50146  0.211
63 C -2.62408 -4.01849 1.34833  0.006
64 C -1.96006 -5.23911 1.30798  -1.083
65 C -0.57884 -5.24272 1.40828  -1.000
66 C 0.12430 -4.05603 1.54028  0.372
67 H 1.09679 -2.74530 5.39362  0.433
68 H 1.24883 -3.99549 4.16104  0.297
69 H -0.28062 -3.15137 4.36355  0.301
70 H 2.05382 0.66320 3.67564  0.102
71 H 1.65347 -0.25545 5.12125  0.498
72 H 0.35892 0.40588 4.12467  0.211
73 H 3.73323 -2.35488 3.43928  0.550
74 H 3.55926 -1.21811 2.09675  -0.012
75 H 3.13990 -2.91625 1.87770  0.209
76 H -2.45637 -1.89553 1.56569  -0.600
77 H -3.70677 -3.99214 1.27544  0.331
78 H -2.51243 -6.16628 1.22088  0.372
79 H -0.03755 -6.18225 1.40397  0.414
80 H 1.20496 -4.08014 1.61767  0.359
81 Cl 2.66421 1.37007 -7.56416  -0.193
82 C 1.35572 0.23485 -7.50010  0.888
83 C 1.11177 -0.52342 -8.63247  -0.589
84 C 0.15268 -1.51994 -8.61208  -0.495
85 C -0.54261 -1.77682 -7.44328  -0.669
86 C -0.31333 -0.99743 -6.32679  0.341
87 Cl -1.23272 -1.30134 -4.88230  -0.006
88 C 0.61580 0.05801 -6.31341  -0.583
89 N 0.80556 0.80407 -5.16387  0.915
90 C 0.89726 2.19990 -5.10641  -0.091
91 C 0.33574 2.99269 -6.10978  -0.066
92 C 0.41210 4.37250 -6.05615  -0.746
93 C 1.06984 4.98865 -5.00353  -0.871
94 C 1.61486 4.20879 -3.99603  -0.482
95 C 1.52263 2.82186 -4.01116  0.446
96 C 2.10907 2.03708 -2.86193  -1.370
97 C 1.05304 1.32278 -2.02081  1.673
98 O 0.59815 1.88247 -0.98598  -0.569
99 O 0.67062 0.17283 -2.35053  -1.121
100 H 1.69595 -0.33905 -9.52306  0.442
101 H -0.04433 -2.10726 -9.49797  0.365
102 H -1.27485 -2.57045 -7.39296  0.432
103 H 0.62839 0.33998 -4.27107  -0.464
104 H -0.17700 2.51190 -6.93368  0.559
105 H -0.03874 4.96588 -6.84114  0.428
106 H 1.14348 6.06742 -4.96127  0.396
107 H 2.12761 4.68137 -3.16655  0.396
108 H 2.64083 2.72247 -2.20419  0.464
109 H 2.80090 1.27826 -3.23615  0.390

=====

This record from OMol25 describes a molecular structure, C48H44N3P2PtS2. The level of theory is wB97M-V/def2-TZVPD.

For the total energy, the calculation gives -98453.1186 eV. The largest force on an atom is 0.4 eV Å⁻¹. Its HOMO energy is -9.60 eV. As for the total charge: +1.

Last column: Mulliken charge in e.
Positions of all 100 atoms, in Å:
1 Pt 1.81911 -0.61880 -0.73989  1.711
2 C 4.30396 -2.28440 0.56085  -0.987
3 P 3.10969 -1.00299 1.11254  0.235
4 C 2.31089 -1.69697 2.57917  0.595
5 C 1.72365 -2.95493 2.42935  -0.515
6 C 1.09424 -3.56285 3.50036  -0.986
7 C 1.01544 -2.90528 4.72210  -0.464
8 C 1.57429 -1.64548 4.86909  -0.773
9 C 2.23193 -1.04377 3.80348  -0.544
10 C 4.07798 0.43072 1.62449  0.532
11 C 5.06464 0.29664 2.60338  -0.127
12 C 5.84142 1.38252 2.96366  -0.872
13 C 5.64052 2.61189 2.34619  -0.514
14 C 4.66623 2.74882 1.37064  -0.864
15 C 3.88528 1.66071 1.00884  -0.217
16 C 4.31181 -2.28591 -0.93193  0.222
17 C 5.13318 -2.89322 -1.85100  -1.002
18 C 4.61557 -2.59048 -3.13407  -1.186
19 C 3.50564 -1.80351 -2.94230  0.126
20 C 2.56906 -1.11555 -3.86951  -1.109
21 P 1.03076 -0.75830 -2.94630  0.166
22 C 0.16518 0.37892 -4.04967  0.721
23 C 0.66174 1.67746 -4.15705  -0.267
24 C 0.08185 2.57306 -5.03603  -0.594
25 C -0.99938 2.17615 -5.81445  -0.567
26 C -1.49015 0.88481 -5.71488  -0.762
27 C -0.91017 -0.01781 -4.83439  -0.376
28 C 0.05953 -2.29686 -2.91876  0.258
29 C 0.58147 -3.51183 -3.34776  -0.626
30 C -0.16939 -4.67389 -3.22568  -0.806
31 C -1.44237 -4.63042 -2.68195  -0.648
32 C -1.96907 -3.41843 -2.25146  -0.809
33 C -1.21831 -2.26170 -2.35846  0.019
34 N 3.31340 -1.61998 -1.59898  0.137
35 H 3.97949 -3.24835 0.96434  0.542
36 H 5.28294 -2.05811 0.98989  0.579
37 H 1.76522 -3.46108 1.46997  0.377
38 H 0.65744 -4.54554 3.38261  0.462
39 H 0.51970 -3.37712 5.56001  0.437
40 H 1.50734 -1.12976 5.81687  0.470
41 H 2.65873 -0.05809 3.92476  0.411
42 H 5.23719 -0.66229 3.07859  0.451
43 H 6.60630 1.27138 3.71964  0.413
44 H 6.24971 3.46041 2.62486  0.407
45 H 4.51537 3.70182 0.88355  0.446
46 H 3.12587 1.76822 0.23949  0.172
47 H 6.00531 -3.48462 -1.63081  0.517
48 H 5.02007 -2.89919 -4.08236  0.507
49 H 2.33869 -1.68393 -4.77362  0.572
50 H 2.96045 -0.14444 -4.19131  0.583
51 H 1.48754 1.99499 -3.53028  0.382
52 H 0.46580 3.58093 -5.11041  0.437
53 H -1.45313 2.87517 -6.50373  0.431
54 H -2.32644 0.57322 -6.32568  0.438
55 H -1.29916 -1.02485 -4.76328  0.439
56 H 1.58118 -3.57066 -3.75351  0.327
57 H 0.24649 -5.61432 -3.55960  0.456
58 H -2.02519 -5.53687 -2.59394  0.407
59 H -2.96758 -3.37922 -1.83551  0.477
60 H -1.63196 -1.31321 -2.02635  0.530
61 S 0.37743 0.68904 0.65140  -0.250
62 C -1.30522 0.38700 0.46440  0.195
63 N -1.95556 -0.42268 1.25895  0.741
64 C -3.40188 -0.65095 1.11132  -0.811
65 C -4.06389 0.65121 0.75025  -0.676
66 N -3.44364 1.14155 -0.47256  0.240
67 C -4.25413 1.92437 -1.40282  -1.608
68 C -4.06382 3.41771 -1.29492  0.929
69 C -3.83503 4.18062 -2.43153  -0.204
70 C -3.70131 5.55707 -2.33563  -0.726
71 C -3.77910 6.17931 -1.09877  -0.435
72 C -4.00640 5.42256 0.04138  -0.818
73 C -4.15572 4.04822 -0.05944  -0.144
74 C -2.10257 1.16129 -0.58790  -0.301
75 S -1.30139 1.92228 -1.78022  0.090
76 C -1.35329 -1.15270 2.39281  -0.434
77 C -1.72532 -0.49557 3.69551  1.074
78 C -2.68733 -1.05375 4.52856  -0.193
79 C -3.02513 -0.43508 5.72496  -0.844
80 C -2.40159 0.74704 6.08951  -0.446
81 C -1.43493 1.30611 5.26362  -0.911
82 C -1.09475 0.68697 4.07244  -0.148
83 H -3.78468 -1.04381 2.04901  0.504
84 H -3.54697 -1.39975 0.32678  0.153
85 H -3.93886 1.37183 1.56686  0.256
86 H -5.12958 0.50767 0.58479  0.545
87 H -5.29184 1.68275 -1.16422  0.515
88 H -4.05602 1.58016 -2.42127  0.361
89 H -3.74833 3.69340 -3.39473  0.382
90 H -3.52824 6.14378 -3.22682  0.389
91 H -3.66061 7.25138 -1.02263  0.404
92 H -4.07969 5.90385 1.00675  0.407
93 H -4.35166 3.46808 0.83429  0.320
94 H -0.27612 -1.15767 2.24199  -1.120
95 H -1.72484 -2.17510 2.34143  0.628
96 H -3.15942 -1.99077 4.25568  0.468
97 H -3.77066 -0.87843 6.37035  0.434
98 H -2.65982 1.22851 7.02257  0.418
99 H -0.94093 2.22359 5.55260  0.451
100 H -0.33417 1.11604 3.43143  0.389

=====

This record from OMol25 describes a molecular structure, C48H44N6O7PReS2. The level of theory is wB97M-V/def2-TZVPD.

For the total energy, the calculation gives -106847.0111 eV. The largest force on an atom is 3.9 eV Å⁻¹. Its HOMO energy (spin up / spin down) is -9.71 / -9.73 eV. Its spin multiplicity is 2. As for the total charge: +1.

Last column: Mulliken spin population.
Positions of all 109 atoms, in Å:
1 Re 0.76754 -0.26254 -0.27879  0.747
2 C -2.39606 -4.04914 -5.26839  -0.001
3 C -1.44446 -3.42234 -4.29969  0.014
4 C -0.11326 -3.17994 -4.63419  -0.010
5 C 0.75014 -2.61694 -3.72289  0.007
6 C 0.35534 -2.26284 -2.41899  0.038
7 N 1.28814 -1.74594 -1.53059  0.035
8 C 2.57024 -2.26844 -1.54659  0.025
9 C 2.76704 -3.61624 -1.90629  0.012
10 C 4.00404 -4.21504 -1.91519  -0.006
11 C 5.13334 -3.50204 -1.52519  0.013
12 C 6.48984 -4.12104 -1.49979  0.000
13 C 4.95874 -2.18974 -1.12039  -0.003
14 C 3.72364 -1.54454 -1.15019  -0.030
15 N 3.72764 -0.19174 -0.76069  -0.009
16 C 4.81214 0.61566 -0.70909  0.057
17 C 4.44864 1.77116 -0.05689  -0.016
18 C 3.10674 1.59676 0.26851  0.029
19 N 2.67884 0.43056 -0.19709  0.013
20 C -1.00736 -2.47064 -2.09809  -0.022
21 C -1.86496 -3.04064 -3.03739  -0.005
22 N -1.55616 -2.11504 -0.85589  0.001
23 C -2.65616 -2.63204 -0.26409  0.038
24 C -2.92526 -1.86924 0.85131  -0.005
25 C -1.94066 -0.88504 0.86651  0.006
26 N -1.11696 -1.05474 -0.15969  -0.012
27 H -1.92266 -4.87834 -5.78829  0.001
28 H -2.70586 -3.32054 -6.01539  0.001
29 H -3.28836 -4.41194 -4.76579  0.000
30 H 0.24044 -3.43744 -5.62049  0.000
31 H 1.77714 -2.44114 -4.00139  -0.001
32 H 1.89734 -4.19724 -2.16599  -0.001
33 H 4.09444 -5.25304 -2.19629  0.000
34 H 6.54224 -4.95874 -2.18709  0.000
35 H 6.71634 -4.49224 -0.50179  0.001
36 H 7.25024 -3.39214 -1.76519  0.000
37 H 5.82154 -1.65854 -0.75449  -0.001
38 H 5.75244 0.35986 -1.15059  0.005
39 H 5.05794 2.62706 0.14531  0.000
40 H 2.45764 2.24946 0.81731  0.007
41 H -2.90126 -3.18714 -2.78049  0.001
42 H -3.15856 -3.50814 -0.62249  0.003
43 H -3.71176 -2.00274 1.56371  0.001
44 H -1.76806 -0.10414 1.57861  0.013
45 O 0.02794 1.05066 -1.90799  0.013
46 S 0.34334 2.28316 -1.11069  0.062
47 O 1.65654 2.79546 -1.38489  -0.010
48 O 0.06854 1.91696 0.29411  -0.014
49 C -0.79846 3.56126 -1.57289  -0.006
50 C -0.37126 4.82266 -1.93999  -0.002
51 C -1.32676 5.77996 -2.25039  0.000
52 C -2.67726 5.47266 -2.14409  0.000
53 C -3.09526 4.20976 -1.75329  -0.002
54 C -2.13816 3.23246 -1.48819  -0.001
55 P -2.50206 1.48526 -1.11089  0.005
56 C -3.60846 1.63956 0.32591  -0.002
57 C -3.06226 2.31046 1.42471  0.000
58 C -3.67406 2.24736 2.66091  0.001
59 C -4.82416 1.48826 2.82101  -0.001
60 C -5.38766 0.84876 1.72891  0.001
61 C -4.78176 0.91196 0.48661  0.002
62 C -3.49416 0.99086 -2.55859  0.002
63 C -3.53316 1.72006 -3.74499  -0.002
64 C -4.18386 1.20716 -4.85319  0.001
65 C -4.79216 -0.03544 -4.80059  0.000
66 C -4.73616 -0.77654 -3.63079  0.001
67 C -4.07406 -0.27784 -2.52739  -0.002
68 H 0.68594 5.02926 -1.98219  0.000
69 H -1.03036 6.76806 -2.57079  0.000
70 H -3.41566 6.22446 -2.37879  0.000
71 H -4.14876 3.97666 -1.66719  0.000
72 H -2.13576 2.85576 1.30451  -0.001
73 H -3.23696 2.75376 3.50941  0.000
74 H -5.27336 1.38606 3.79651  0.000
75 H -6.29256 0.26956 1.84241  0.000
76 H -5.22926 0.39656 -0.34979  -0.001
77 H -3.06086 2.69086 -3.80159  0.000
78 H -4.20366 1.78016 -5.76849  0.000
79 H -5.29116 -0.43184 -5.67149  0.000
80 H -5.19856 -1.75094 -3.58559  0.000
81 H -4.00476 -0.87644 -1.63189  -0.001
82 C 3.43854 4.35046 5.30781  0.000
83 C 2.54604 3.16806 5.09701  0.001
84 C 1.91954 2.97256 3.86951  -0.003
85 C 1.10314 1.87746 3.65241  0.002
86 C 0.92794 0.96876 4.67711  -0.002
87 C 1.53174 1.13556 5.90741  0.000
88 C 2.34414 2.23736 6.11281  0.000
89 S -0.10186 -0.44504 4.39531  -0.003
90 O -1.34716 -0.32694 5.09781  0.000
91 O -0.22826 -0.68474 2.97731  -0.002
92 N 0.72054 -1.68034 5.17951  0.000
93 C 2.02794 -2.05584 4.69291  0.000
94 C 2.06064 -2.54294 3.23971  -0.001
95 C 1.96094 -1.39074 2.24221  -0.005
96 O 1.33554 -1.72504 1.16301  0.015
97 O 2.51144 -0.32044 2.42451  0.005
98 H 3.02494 5.24066 4.83921  0.000
99 H 4.41024 4.16316 4.85241  0.000
100 H 3.59164 4.53926 6.36651  0.000
101 H 2.06474 3.68906 3.07541  0.000
102 H 0.61104 1.71296 2.70591  0.006
103 H 1.36174 0.40496 6.68421  0.000
104 H 2.82614 2.36946 7.06991  0.000
105 H 0.09824 -2.46404 5.31731  0.000
106 H 2.41094 -2.84614 5.34421  0.000
107 H 2.66954 -1.17544 4.79001  0.000
108 H 1.25164 -3.24344 3.03391  -0.001
109 H 3.01674 -3.03654 3.05641  0.000

=====

- Which value of total charge does entry 3 give?
  +1

=====

- Look up the total charge of the third one.
  +1